Below is 2 unconnected molecules or ions with the total composition C5H14N6O, with properties calculated with ωB97M-V with the def2-TZVPD basis set.

Each line ends with the Löwdin charge.
CARTESIAN COORDINATES (ANGSTROEM)
C1 -0.8384 -0.3438 -1.7932  -0.087
O1 -0.7688 1.0882 -1.8444  -0.178
C2 0.4957 1.7272 -1.8186  -0.413
C3 0.1517 3.2004 -1.7010  -0.051
C4 1.4680 1.3295 -0.6815  -0.223
N1 0.7455 1.2777 0.5901  0.013
H1 -0.1758 -0.7709 -1.0100  0.034
H2 -0.5622 -0.7844 -2.7521  0.088
H3 -1.8923 -0.5817 -1.5717  0.099
H4 1.0305 1.5402 -2.7836  0.151
H5 -0.2735 3.4339 -0.7316  0.069
H6 -0.5998 3.4524 -2.4601  0.089
H7 1.0039 3.8627 -1.8777  0.085
H8 2.2727 2.0733 -0.6763  0.111
H9 1.9408 0.3584 -0.9164  0.116
H10 1.3657 1.2540 1.3819  0.080
H11 0.2395 2.1430 0.6773  0.064
N2 -0.7261 -3.7386 3.5761  0.120
C5 -0.6462 -2.9588 2.4578  -0.509
N3 -0.6066 -3.4889 1.2098  0.047
N4 -0.5192 -2.4727 0.3906  0.004
N5 -0.5288 -1.4225 1.1583  -0.092
N6 -0.6240 -1.6413 2.4519  0.112
H12 -0.7603 -4.7374 3.4552  0.090
H13 -0.7532 -3.3138 4.4874  0.091
H14 -0.4391 -0.4860 0.7819  0.089

The calculation puts the LUMO energy at 0.89 eV. The HOMO energy comes out at -0.321 Ha. As for the SMILES: CO[C@@H](C)CN.Nc1nn[nH]n1. The calculation puts the gap between HOMO and LUMO at 9.6265 eV. As for the spin multiplicity: 1. The energy relative to the best compared isomer or geometry (same formula, charge and spin) comes out at 0.0 kcal per mole.

---

Below is a molecular structure, CH8F5K3NO11S3, with properties calculated with ωB97M-V with the def2-TZVPD basis set.

Each line ends with the Löwdin charge.
CARTESIAN COORDINATES (ANGSTROEM)
K1 5.8426 1.0747 1.3863  0.990
K2 -0.0932 3.8712 2.7964  0.981
K3 1.7708 -1.1937 5.6161  0.965
N1 -1.4391 -1.1524 -1.9173  -0.272
S1 -2.3703 -1.3517 -0.5093  0.582
O1 -3.5667 -2.1037 -0.6590  -0.251
O2 -2.3544 -0.2781 0.4566  -0.299
F1 -1.4064 -2.5247 0.1011  -0.213
S2 -2.2255 0.0426 -2.4773  0.466
O3 -1.8924 1.3501 -1.9487  -0.323
O4 -3.5617 -0.2267 -2.9594  -0.255
F2 -1.3840 0.1278 -3.8364  -0.179
C1 0.6086 1.0292 0.9517  -0.635
F3 -0.1247 1.1988 2.0600  0.051
F4 -0.1687 0.4281 0.0950  0.144
F5 1.0251 2.2315 0.5443  0.108
S3 2.1212 -0.1164 1.3623  0.561
O5 3.2598 0.7770 1.1261  -0.475
O6 2.0038 -0.4993 2.7795  -0.431
O7 2.0154 -1.2687 0.4781  -0.283
O8 1.3106 -1.6407 -2.1320  -0.087
H1 1.6311 -1.5622 -1.2258  -0.042
H2 0.3467 -1.4729 -2.0546  -0.027
O9 0.5945 2.3067 -2.9621  -0.067
H3 -0.2921 2.0792 -2.6296  -0.019
H4 1.1948 1.9913 -2.2825  0.008
O10 1.8035 -4.4257 1.2073  -0.047
H5 2.0000 -3.4918 1.3364  -0.007
H6 1.0571 -4.6025 1.7865  0.029
O11 -2.2146 2.9766 1.2441  -0.104
H7 -2.4823 3.5001 0.4778  0.071
H8 -3.0094 2.9263 1.7884  0.061

The calculation puts the LUMO energy at -4.64 eV. The HOMO energy comes out at -0.386 Ha. The charge is +1. The calculation puts the gap between HOMO and LUMO at 5.8567 eV. As for the spin multiplicity: 1.

---

Below is a single C4H6O2 molecule, with properties calculated with ωB97M-V with the def2-TZVPD basis set.

Each line ends with the Löwdin charge.
CARTESIAN COORDINATES (ANGSTROEM)
O1 0.8300 -1.2668 1.1100  0.062
C1 -0.4518 -1.3773 0.6907  -0.587
C2 0.1381 0.7894 -1.2644  -0.177
C3 0.4636 1.4506 -0.0566  0.008
C4 -0.9164 -0.2896 -0.2425  0.106
O2 -1.1574 -2.2983 1.0676  0.065
H1 1.0170 -2.0441 1.6618  0.126
H2 -0.2145 1.4815 -2.0629  0.109
H3 0.7814 0.0375 -1.6715  0.080
H4 0.3001 2.5350 0.0609  0.083
H5 1.1425 1.0075 0.6466  0.052
H6 -1.9325 -0.0254 0.0603  0.075

The calculation puts the LUMO energy (alpha / beta) at -0.12 / -0.12 eV. The HOMO energy (alpha / beta) comes out at -0.314 / -0.314 Ha. The calculation puts the gap between HOMO and LUMO (alpha / beta) at 8.4243 / 8.4234 eV. As for the spin multiplicity: 1. The energy relative to the best compared isomer or geometry (same formula, charge and spin) comes out at 88.9 kcal per mole.

---

Below is 2 unconnected molecules or ions with the total composition C8H11NO, with properties calculated with ωB97M-V with the def2-TZVPD basis set.

Each line ends with the Löwdin charge.
CARTESIAN COORDINATES (ANGSTROEM)
C1 1.9925 1.3795 0.0864  -0.077
C2 3.1881 0.7452 0.2776  -0.154
C3 3.2774 -0.5642 0.0629  -0.146
C4 2.1246 -1.2922 -0.0993  -0.144
C5 0.9642 -0.7887 -0.5893  -0.101
C6 0.9653 0.5674 -0.4644  -0.119
H1 1.7861 2.4757 0.0863  0.118
H2 4.1316 1.4649 0.3027  0.149
H3 4.2484 -1.3317 -0.0286  0.171
H4 2.4336 -2.3487 -0.3624  0.117
H5 0.0470 -1.4117 -0.9141  0.123
H6 0.0601 1.0287 -0.6691  0.062
C7 -2.3007 -0.9547 0.6013  0.001
C8 -3.4323 -0.0605 0.0137  -0.587
N1 -3.0265 1.2450 -0.1517  0.077
O1 -4.5659 -0.4050 -0.2646  0.033
H7 -2.6335 -1.7070 1.2279  0.050
H8 -1.5755 -0.2517 1.0435  0.063
H9 -1.7254 -1.4294 -0.2628  0.078
H10 -3.7848 2.0140 -0.3403  0.151
H11 -2.1743 1.6250 0.4443  0.135

The calculation puts the LUMO energy at 0.62 eV. The HOMO energy comes out at -0.350 Ha. As for the SMILES: c1ccccc1.CC(N)=O. The calculation puts the gap between HOMO and LUMO at 10.1351 eV. As for the spin multiplicity: 1. The energy relative to the best compared isomer or geometry (same formula, charge and spin) comes out at 56.3 kcal per mole.